# C31H82N6O12

8 unconnected molecules or ions with the total composition C31H82N6O12 in a non-equilibrium geometry (wB97M-V/def2-TZVPD, OMol25).

Each line ends with the Löwdin charge.
Positions of all 131 atoms, in Å:
C  -1.84617  3.66559  -2.82056  -0.10
O  -1.47940  2.49414  -3.50873  -0.18
C  -1.10036  1.41811  -2.67871  -0.22
C  -0.84365  0.21120  -3.54744  -0.21
N  -2.05668  -0.26030  -4.19796  -0.06
C  -1.91429  -1.36523  -5.14861  -0.17
C  -3.28259  -2.07952  -5.38083  -0.23
O  -3.33028  -2.57181  -6.69137  -0.19
C  -4.49262  -3.36398  -6.96013  -0.10
H  -0.98249  4.21318  -2.35708  0.09
H  -2.55447  3.46957  -2.01189  0.08
H  -2.17726  4.37401  -3.56562  0.08
H  -1.96144  1.22202  -1.99321  0.13
H  -0.26582  1.65581  -2.03146  0.09
H  -0.48210  -0.64409  -3.00190  0.09
H  -0.03867  0.50530  -4.23614  0.12
H  -2.63117  0.53258  -4.48440  0.12
H  -1.16990  -2.04149  -4.80810  0.10
H  -1.63064  -1.06677  -6.16928  0.12
H  -4.05649  -1.32699  -5.27375  0.11
H  -3.47221  -2.88453  -4.68482  0.11
H  -4.54541  -4.14193  -6.21890  0.08
H  -4.41068  -3.86806  -7.90878  0.08
H  -5.44771  -2.84163  -7.02761  0.09
C  -1.58089  5.45625  1.48592  -0.09
O  -2.54879  4.47259  1.20370  -0.19
C  -2.03312  3.16309  1.14772  -0.23
C  -3.17516  2.06952  1.15567  -0.14
N  -3.67958  1.69239  2.55862  -0.04
C  -4.84821  0.86481  2.40866  -0.24
C  -4.50074  -0.64641  2.21620  -0.24
O  -3.67374  -0.83410  1.11815  -0.24
C  -4.47139  -0.79525  -0.08685  -0.08
H  -1.96128  6.29169  2.06183  0.09
H  -1.17341  5.73807  0.49929  0.10
H  -0.77964  5.02569  2.06877  0.07
H  -1.32126  2.96953  1.98588  0.10
H  -1.46407  3.01186  0.20802  0.10
H  -2.82382  1.16898  0.67248  0.08
H  -4.03192  2.43546  0.55230  0.12
H  -4.02820  2.56791  2.98510  0.12
H  -5.50633  1.17891  1.59697  0.10
H  -5.40226  0.88597  3.36683  0.12
H  -5.42699  -1.19447  2.04474  0.11
H  -3.99633  -0.99739  3.13917  0.12
H  -5.05419  0.11615  -0.16725  0.07
H  -5.21318  -1.61545  -0.04598  0.09
H  -3.86224  -0.87726  -0.99933  0.09
C  2.54046  -0.49665  -3.19326  -0.10
O  3.02291  0.76127  -2.81214  -0.19
C  3.48592  0.77505  -1.48603  -0.22
C  3.60433  2.25048  -1.05956  -0.19
N  2.24652  2.74260  -1.07977  -0.07
C  2.07086  4.10485  -0.52538  -0.20
C  2.35532  4.17333  0.92887  -0.24
O  1.94902  5.47508  1.33374  -0.23
C  2.19447  5.76922  2.71776  -0.09
H  1.85947  -0.90063  -2.42618  0.07
H  3.32944  -1.22299  -3.40190  0.09
H  2.08571  -0.32141  -4.16334  0.08
H  4.40433  0.17844  -1.36614  0.11
H  2.67971  0.30617  -0.88227  0.10
H  4.30392  2.69075  -1.81421  0.13
H  4.00280  2.35576  -0.04713  0.11
H  1.85292  2.72009  -2.02670  0.11
H  1.03927  4.34970  -0.66843  0.10
H  2.72032  4.77210  -1.11970  0.13
H  3.36171  3.87719  1.25606  0.12
H  1.58108  3.48104  1.36215  0.13
H  1.84871  6.82696  2.97222  0.11
H  3.26565  5.64965  2.81477  0.07
H  1.67538  5.00046  3.30892  0.08
C  7.07602  -0.93032  -1.21477  -0.11
O  5.86021  -1.47875  -0.72311  -0.22
C  5.56098  -2.73036  -1.24539  -0.24
C  4.23942  -3.18235  -0.61276  -0.18
N  4.33566  -3.37510  0.85391  -0.04
C  3.03138  -3.31585  1.54237  -0.21
C  3.16359  -2.67668  2.95006  -0.20
O  3.79215  -1.39659  2.86063  -0.22
C  2.93459  -0.38560  2.18604  -0.04
H  7.93550  -1.52116  -0.85792  0.09
H  7.20606  0.16034  -0.96700  0.10
H  7.20636  -0.99960  -2.31206  0.09
H  6.37596  -3.39854  -0.96203  0.12
H  5.47633  -2.72655  -2.34933  0.13
H  3.92530  -4.08996  -1.10177  0.11
H  3.52466  -2.35886  -0.81188  0.10
H  4.80624  -2.55362  1.21630  0.08
H  2.68249  -4.36864  1.56286  0.12
H  2.25040  -2.79811  0.94418  0.09
H  3.88396  -3.21109  3.59523  0.13
H  2.19237  -2.60438  3.42894  0.11
H  2.51743  -0.67594  1.19820  0.06
H  3.57568  0.48599  2.16444  0.08
H  2.09740  -0.25100  2.90393  0.07
N  -0.95511  -0.49293  2.08820  0.21
C  -0.16396  -0.35096  1.00768  -0.65
N  0.06097  0.91788  0.65809  0.21
O  0.25138  -1.31433  0.33609  -0.03
H  -1.09266  -1.37484  2.55722  0.06
H  -1.29436  0.32352  2.56077  0.07
H  -0.19892  1.70231  1.21753  0.04
H  0.64880  1.07787  -0.16932  0.09
C  -0.85678  0.44133  5.33702  -0.08
C  -0.63705  1.85863  4.87882  -0.31
O  0.21805  1.91541  3.73449  -0.13
H  -1.44916  -0.16855  4.61741  0.05
H  -1.31433  0.36027  6.33037  0.09
H  0.14445  0.01580  5.31715  0.08
H  -0.17745  2.44501  5.69328  0.11
H  -1.50239  2.42582  4.51791  0.10
H  0.94754  1.27696  3.88225  0.07
C  -1.53072  -3.22532  -1.47694  -0.09
C  -0.22764  -3.94746  -1.34423  -0.27
O  0.88012  -3.06377  -1.78087  -0.15
H  -1.64065  -2.92240  -2.50875  0.06
H  -1.53586  -2.40265  -0.80370  0.04
H  -2.32456  -3.89783  -1.14533  0.08
H  -0.17572  -4.78917  -2.06304  0.11
H  0.20510  -4.23187  -0.37046  0.11
H  0.72858  -2.27696  -1.23043  0.00
C  -2.05727  -3.83232  2.23113  -0.10
C  -1.86862  -3.78666  3.72522  -0.29
O  -1.68775  -2.40174  4.09167  -0.11
H  -1.26347  -3.31236  1.61876  0.07
H  -3.05843  -3.39818  1.95725  0.08
H  -2.13149  -4.90767  1.94583  0.09
H  -1.08556  -4.44877  4.12229  0.11
H  -2.78452  -4.32664  4.12276  0.12
H  -1.47168  -2.27697  5.00312  0.07

For the LUMO energy, the calculation gives 0.0164 Eh. As for the HOMO energy: -8.31 eV. As for the total energy: -2461.5236 a.u. As for the SMILES: COCCNCCOC.COCCNCCOC.COCCNCCOC.COCCNCCOC.NC(N)=O.CCO.CCO.CCO. The value obtained for the largest force on an atom is 3.00 eV/Å. The molar mass is 731.027 g mol⁻¹.